The following is a DFT calculation (ωB97M-V/def2-TZVPD) of a structure of composition C35H35Ti at a distorted geometry.

XYZ file:
```
71
C35H35Ti (ωB97M-V/def2-TZVPD)
H 5.61329 2.41294 0.74426
C 5.25477 1.38128 0.77245
C 5.67385 -0.99938 0.81777
H -6.64245 0.42308 0.80018
C 3.88165 1.13168 0.79337
C 0.62758 0.80926 3.25564
H 7.24143 0.51006 0.77172
H -2.07575 1.26543 -0.98323
C 3.37435 -0.18581 0.86162
H -2.53991 -5.88746 3.98177
H 0.52088 -3.28733 5.17151
C 4.30494 -1.24100 0.84470
C -5.19300 -1.15291 1.08274
C -1.52404 -2.75604 4.62845
H -5.91354 -1.96148 0.97472
C -0.50250 -4.88480 4.00650
C -1.99526 -4.96667 4.15862
H 2.26953 1.00888 -1.44484
C -0.18613 -3.37286 4.32843
C -2.99909 -1.05275 5.67077
C 6.16543 0.31432 0.78608
H 0.29700 -2.90043 3.45865
C -2.05568 0.87109 6.81845
H -3.49629 -2.49149 1.32171
C -2.87244 -0.45110 1.36741
C -3.84884 -1.46462 1.27960
C -0.47544 2.70395 2.51863
H 1.68535 3.44388 -0.47073
H -0.05476 -0.40743 -1.68234
H -0.14691 -5.15399 2.99488
H 2.68150 1.65968 2.94756
H -1.18633 -1.60244 0.69976
Ti 0.28360 0.97726 1.01652
H 0.83445 -0.18286 3.65707
H 3.19427 1.98254 0.78615
H 6.37393 -1.83912 0.82073
C -0.77055 0.40111 6.54722
C -1.01252 1.46082 -0.85340
H -1.60885 0.97472 3.40271
H 0.41863 -1.15053 5.64658
C 0.05869 0.60285 -1.27083
C -0.58640 -0.77220 5.82226
C -4.64787 1.21757 1.07976
C -5.59640 0.18351 0.98910
H 3.92634 -2.26458 0.86722
H 0.10548 0.95094 6.90767
C 0.92396 2.90825 2.33876
C -1.70259 -1.51240 5.32791
H -3.58771 -3.54942 4.69931
H -1.30274 -1.34800 2.52043
C -3.30930 0.89962 1.26525
H -4.94738 2.27364 0.97078
C 0.98478 2.61123 -0.57469
C -1.49072 -0.92008 1.51846
H 1.65880 -1.16412 0.07026
H -2.18492 1.77597 7.42444
C -3.17039 0.12681 6.38412
C -0.43707 2.70271 -0.40989
C -2.53808 -3.74615 4.49457
C 1.60432 1.75776 2.82760
H -1.24789 3.46955 2.39910
H -3.87280 -1.64513 5.37755
C 1.28212 1.32718 -1.11447
H 0.03308 -5.53574 4.71766
H 1.78938 -1.20169 1.84685
C 1.92835 -0.56011 0.95692
H -0.97867 3.61318 -0.15080
C -0.66112 1.40578 3.08004
H -2.57278 1.71704 1.27916
H 1.39752 3.84162 2.02824
H -4.17200 0.47482 6.62044
```

Calculated values
maximum force: 0.0617 Eh/bohr
total energy: -2204.07573 Eh
LUMO: 2.06 eV
frontier orbital gap: 3.5 eV
total charge: -1
HOMO: -1.436 eV

Here are the Löwdin charges for atoms 1 to 8, given in e: 0.10 -0.09 -0.10 0.09 -0.09 -0.17 0.09 0.11